Record 1
DFT (wB97M-V/def2-TZVPD) results for a molecular structure, C18H51InN3Na4O10P.

The relative energy (zero: lowest compared OMol25 entry of this formula, charge and spin) is 0.0 kJ/mol. The calculation puts the frontier orbital gap at 0.066 hartree. The total energy comes out at -2812.48133 hartree.

The geometry in ORCA input format:
```
! RIJCOSX wB97M-V def2-TZVPD def2/J DEFGRID3
* xyz 4 1
In 13.73420 -32.86192 1.95969
Na 14.34451 -35.31325 5.04297
Na 9.95926 -31.88194 3.28234
Na 10.36084 -35.45802 2.92208
Na 13.61011 -31.71060 5.80467
P 11.96913 -33.69542 4.69605
O 12.91908 -33.83632 5.94253
O 12.16969 -32.25651 4.11854
O 10.46006 -33.90771 4.89644
O 12.55351 -34.69331 3.65287
C 10.98954 -39.60684 5.57447
C 11.96438 -38.44859 5.45680
C 13.41020 -38.84654 5.18310
O 14.24088 -37.85773 5.77988
C 15.61203 -38.19846 5.90347
N 11.45466 -37.44501 4.52338
H 11.28991 -40.29470 6.36027
H 10.96652 -40.17460 4.63432
H 9.94963 -39.28942 5.65600
H 12.02042 -37.96170 6.45792
H 13.60545 -38.96747 4.11211
H 13.56024 -39.82005 5.65846
H 16.12162 -37.33455 6.33240
H 16.09677 -38.48794 4.96306
H 15.79112 -39.04444 6.57441
H 12.08928 -36.64229 4.60199
H 10.56551 -37.08829 4.88907
C 12.07190 -28.98837 2.92316
C 12.86194 -28.75958 1.63564
C 14.21310 -28.13730 1.87577
O 14.96415 -28.29169 0.69338
C 16.33207 -27.94836 0.82316
N 12.96195 -30.10078 0.95488
H 12.02516 -28.14227 3.60585
H 12.47655 -29.84227 3.47288
H 11.04860 -29.23587 2.61598
H 12.25452 -28.09201 1.01285
H 14.73825 -28.64122 2.70287
H 14.10757 -27.07366 2.12096
H 16.92143 -28.74893 1.30609
H 16.48572 -27.07920 1.46650
H 16.70696 -27.86754 -0.19280
H 11.96115 -30.30979 0.90767
H 13.20118 -29.91859 -0.02225
C 13.71679 -36.95547 1.32307
C 14.60634 -36.52022 0.14300
C 13.88737 -36.51568 -1.19109
O 14.76460 -36.01250 -2.14099
C 14.42952 -36.34667 -3.50001
N 14.96574 -35.07901 0.41959
H 12.85370 -36.30703 1.44257
H 14.34960 -36.96605 2.21446
H 13.41545 -37.99624 1.18260
H 15.54107 -37.08275 0.19749
H 12.93110 -35.96766 -1.14252
H 13.51456 -37.53958 -1.36368
H 14.42991 -37.43374 -3.61601
H 15.24350 -35.93162 -4.08665
H 13.46398 -35.93536 -3.80153
H 15.65072 -35.05530 1.17946
H 15.57169 -34.81283 -0.36845
C 14.01587 -34.48441 9.70569
C 13.11468 -33.25664 9.51858
O 13.33492 -32.61224 8.28966
H 13.63283 -35.08941 10.52700
H 15.02036 -34.13997 9.97223
H 14.16614 -35.12155 8.83013
H 13.29707 -32.56853 10.33938
H 12.07383 -33.62663 9.59359
H 13.15682 -33.21782 7.54168
C 10.13499 -35.25457 8.22416
C 9.06083 -34.17427 8.02513
O 8.56072 -34.26368 6.69535
H 10.29331 -35.39847 9.29919
H 11.06206 -35.03620 7.69439
H 9.75896 -36.22728 7.89559
H 9.48932 -33.16916 8.09786
H 8.23886 -34.32496 8.71740
H 9.23296 -33.93631 6.05954
C 6.39296 -36.85541 4.63269
C 7.60008 -36.42391 3.83689
O 8.77309 -36.49043 4.68740
H 6.24727 -36.22066 5.50681
H 6.52702 -37.87661 4.98472
H 5.47877 -36.79276 4.04137
H 7.56911 -35.36472 3.51684
H 7.77220 -36.94454 2.89231
H 8.74533 -35.77985 5.34876
*
```

Record 2
DFT (wB97M-V/def2-TZVPD) results for 10 unconnected molecules or ions with the total composition C18H51NO9S5.

The relative energy (zero: lowest compared OMol25 entry of this formula, charge and spin) is 0.0 kJ/mol. The calculation puts the frontier orbital gap at 0.294 hartree. The total energy comes out at -3439.01315 hartree.

The geometry in ORCA input format:
```
! RIJCOSX wB97M-V def2-TZVPD def2/J DEFGRID3
* xyz 0 1
C -3.93309 -1.43944 -1.26604
O -4.93013 -1.97869 -0.39905
H -3.83586 -0.38570 -0.98767
H -2.94929 -1.89109 -1.13762
H -4.27313 -1.51038 -2.29269
H -4.76305 -1.69526 0.50974
C -3.54630 1.61981 4.02246
O -3.56754 0.27138 4.47283
H -3.73962 1.55117 2.95027
H -4.35154 2.24481 4.41435
H -2.58832 2.11962 4.16837
H -3.29739 0.22906 5.39587
C -0.76358 -5.07166 1.87085
O -2.17341 -5.12518 1.80433
H -0.40108 -5.62327 2.73965
H -0.23686 -5.46395 1.00199
H -0.46356 -4.03883 2.06611
H -2.51103 -5.36006 0.93810
C -4.19611 -2.66222 2.80210
O -3.85503 -1.34906 2.36156
H -4.78145 -2.56811 3.72198
H -4.74996 -3.26842 2.09042
H -3.27326 -3.20379 3.02239
H -3.44265 -0.85656 3.10533
N -1.35407 -0.96597 0.67631
C -1.15432 0.38291 0.66092
C 0.15811 0.59813 0.27815
C 0.71237 -0.66960 -0.04179
C -0.22659 -1.61680 0.30892
H -2.19365 -1.41040 1.02415
H -1.96548 1.05348 0.88459
H 0.76929 1.47279 0.11918
H 1.71193 -0.83585 -0.40989
H -0.15094 -2.68746 0.22256
C -2.90283 5.40753 1.30076
S -2.28558 3.86021 0.56647
O -3.05612 3.61151 -0.69667
C -0.61976 4.43983 0.14689
H -3.95285 5.29126 1.54737
H -2.74514 6.14448 0.50999
H -2.33397 5.73695 2.16923
H -0.06776 3.58538 -0.24094
H -0.14732 4.91107 1.00755
H -0.64106 5.17257 -0.66503
C 3.11746 4.90387 -0.20550
S 3.06495 3.25630 -1.00635
O 4.20678 3.16597 -1.97977
C 3.63857 2.33224 0.46137
H 3.11454 5.61329 -1.03213
H 4.03813 5.00318 0.36506
H 2.24078 5.06960 0.41644
H 4.66139 2.57463 0.74851
H 3.53778 1.26504 0.27400
H 3.02036 2.59789 1.32357
C 4.74731 -2.08382 -4.07248
S 3.66099 -0.65032 -4.26737
O 2.26530 -1.19931 -4.27356
C 3.92320 0.08639 -2.62339
H 5.75170 -1.74607 -3.81468
H 4.72986 -2.66738 -4.98788
H 4.37310 -2.69819 -3.25154
H 4.95614 0.42983 -2.57366
H 3.66262 -0.61107 -1.82458
H 3.28842 0.95904 -2.47980
C 2.84308 -2.97281 2.39385
S 3.89080 -4.18714 1.52514
O 3.35857 -5.54523 1.90582
C 3.35167 -3.89530 -0.20621
H 1.89118 -3.05773 1.86360
H 3.23852 -1.96579 2.28412
H 2.67087 -3.25112 3.42834
H 2.28460 -4.10373 -0.26421
H 3.91147 -4.56750 -0.85285
H 3.60409 -2.88180 -0.52163
C -0.37903 0.05016 -3.08852
S -0.82113 1.18889 -4.41705
O -2.23873 0.88999 -4.80223
C -0.90114 2.65840 -3.36682
H -1.11615 0.09965 -2.28650
H 0.63915 0.17836 -2.72086
H -0.32335 -0.98108 -3.44129
H -1.50682 2.37781 -2.49893
H -1.40616 3.43917 -3.92475
H 0.07814 2.89949 -2.94952
*
```

Record 3
DFT (wB97M-V/def2-TZVPD) results for a molecular structure, C18H52BN4O8V.

The relative energy (zero: lowest compared OMol25 entry of this formula, charge and spin) is 0.0 kJ/mol. The calculation puts the frontier orbital gap (alpha / beta) at 0.300 / 0.211 hartree. The total energy comes out at -2506.52524 hartree.

The geometry in ORCA input format:
```
! RIJCOSX wB97M-V def2-TZVPD def2/J DEFGRID3
* xyz -1 2
O -1.46040 2.05651 -0.69042
V -0.15507 2.46680 -1.50329
O 0.99842 1.39263 -1.33992
O -0.86771 1.61497 -3.55107
C -0.88556 2.88270 -4.23044
C 0.41121 3.78846 -4.14962
O 0.92051 4.13562 -2.84537
H -1.78903 3.45014 -4.00717
H -1.10527 2.62617 -5.26679
H 0.11285 4.73090 -4.60883
H 1.18011 3.39703 -4.81571
B 0.01394 4.19284 0.18018
H 0.85883 3.75965 -0.33240
H -0.39991 3.45349 0.84826
H 0.26603 5.10463 0.69916
H -0.74597 4.42018 -0.55132
C 3.12306 0.72396 1.33447
C 4.02859 1.65491 2.11140
C 4.44895 2.89531 1.22101
O 4.61809 2.53199 -0.16312
C 5.79541 1.77899 -0.48075
N 3.33260 1.96406 3.35879
H 2.86050 -0.20913 1.83297
H 3.71354 0.25489 0.54744
H 2.24519 1.11767 0.82219
H 4.92410 1.04449 2.22782
H 5.24395 3.49995 1.65745
H 3.60553 3.58571 1.21140
H 5.89674 0.90442 0.16186
H 6.69021 2.40142 -0.47660
H 5.82273 1.51799 -1.53869
H 3.01805 1.10684 3.79045
H 2.45381 2.43110 3.18646
C 3.02905 -2.47036 -3.98952
C 1.69266 -2.09235 -3.26194
C 1.62912 -2.09477 -1.69262
O 0.34796 -1.83403 -1.27814
C 0.20580 -1.67468 0.15003
N 1.13839 -0.79278 -3.69857
H 3.44786 -3.46869 -3.86288
H 3.84476 -1.79617 -3.72841
H 2.97601 -2.32461 -5.06843
H 1.00042 -2.79303 -3.72880
H 2.36037 -1.42991 -1.23291
H 1.98628 -3.05035 -1.30868
H 0.64163 -0.69532 0.34752
H 0.84513 -2.42041 0.62254
H -0.84659 -1.72123 0.43004
H 1.15014 -0.30273 -2.81550
H 1.92093 -0.35740 -4.16568
C -4.37425 -0.75536 -2.10965
C -3.17205 -1.58275 -1.59500
C -3.25821 -3.06017 -1.97653
O -4.44990 -3.74861 -1.58891
C -4.51312 -5.13567 -1.79206
N -2.01448 -0.99772 -2.30790
H -5.32983 -1.13474 -1.74768
H -4.43260 -0.84327 -3.19453
H -4.24680 0.29208 -1.83628
H -3.04394 -1.36634 -0.53441
H -2.38446 -3.64358 -1.68621
H -3.14739 -3.16486 -3.05581
H -3.68664 -5.70358 -1.36486
H -4.46344 -5.25229 -2.87467
H -5.40855 -5.62651 -1.41079
H -1.87791 -0.06216 -1.95267
H -1.18858 -1.43456 -1.92428
C -1.59625 -0.09016 6.83912
C -2.70567 -0.63453 5.99716
C -2.25846 -0.82121 4.46100
O -2.07457 0.45567 3.90921
C -1.69136 0.37989 2.53951
N -3.17219 -1.85675 6.60099
H -0.66732 -0.65780 6.78452
H -1.81458 -0.03142 7.90542
H -1.29137 0.94900 6.71544
H -3.49402 0.11820 5.99769
H -2.99913 -1.41079 3.92072
H -1.37732 -1.46174 4.49839
H -0.65280 0.06918 2.42569
H -1.88801 1.34806 2.07898
H -2.31478 -0.30461 1.96427
H -2.42044 -2.48573 6.35733
H -3.13313 -1.70365 7.59856
*
```